No. 1
{
  "formula": "C24H19CoGeNO4S3",
  "method": "ωB97M-V/def2-TZVPD",
  "symbols": ["Co", "S", "C", "N", "C", "C", "C", "C", "C", "C", "S", "H", "H", "H", "H", "C", "Ge", "C", "C", "C", "C", "C", "C", "C", "C", "C", "C", "C", "C", "C", "C", "C", "C", "H", "H", "H", "H", "H", "H", "H", "H", "H", "H", "H", "H", "H", "H", "H", "O", "S", "O", "O", "O"],
  "coordinates": [[-0.70214, -2.10427, -0.06805], [1.64247, -2.33387, -0.03710], [1.18346, -2.11284, 1.58448], [-0.11707, -1.98183, 1.76417], [-0.48594, -1.83290, 3.08732], [-1.78630, -1.77046, 3.57688], [-1.96365, -1.62484, 4.94013], [-0.87033, -1.55691, 5.80974], [0.42488, -1.64999, 5.32803], [0.60819, -1.79508, 3.95911], [2.09752, -1.98763, 3.06040], [-2.61694, -1.83831, 2.88522], [-2.96717, -1.56694, 5.34158], [-1.03697, -1.44375, 6.87302], [1.27196, -1.61962, 6.00131], [-1.55052, 1.05879, 1.40217], [-0.63884, 0.25540, -0.12868], [-1.46779, 1.00423, -1.74001], [-1.16059, 2.33569, -2.03309], [-1.68987, 2.96400, -3.15144], [-2.53755, 2.26157, -3.99913], [-2.84901, 0.93982, -3.71770], [-2.31872, 0.31109, -2.59544], [1.18195, 1.00181, -0.14416], [1.60031, 1.75833, 0.91924], [2.90046, 2.32100, 0.96912], [3.76730, 2.12582, -0.06159], [3.37879, 1.36264, -1.19350], [4.26957, 1.14858, -2.27539], [3.89055, 0.40809, -3.35659], [2.59545, -0.15283, -3.40750], [1.71930, 0.03999, -2.37918], [2.08264, 0.79898, -1.23694], [-1.62138, 2.13901, 1.25643], [-1.04318, 0.86151, 2.34573], [-2.56005, 0.65089, 1.45040], [-0.48525, 2.89134, -1.38844], [-1.43729, 3.99647, -3.36281], [-2.95235, 2.74455, -4.87604], [-3.51084, 0.38258, -4.36921], [-2.59542, -0.71336, -2.39813], [0.93397, 1.93017, 1.75653], [3.19776, 2.90515, 1.83181], [4.76535, 2.54918, -0.03711], [5.26121, 1.58472, -2.22562], [4.57972, 0.24776, -4.17640], [2.29581, -0.74428, -4.26301], [0.73173, -0.40531, -2.43217], [-1.27516, -3.23465, -1.50985], [-2.76312, -3.20684, -1.05537], [-3.17335, -4.47084, -0.50065], [-2.59497, -2.14235, 0.08241], [-3.60864, -2.68940, -2.10494]],
  "nbo_charge": [0.8430, -0.1218, -0.0875, -0.5684, 0.2026, -0.2325, -0.2093, -0.2349, -0.2062, -0.2493, 0.3967, 0.2535, 0.2121, 0.2079, 0.2129, -1.1012, 1.3327, -0.4697, -0.1540, -0.2480, -0.2256, -0.2013, -0.2116, -0.4244, -0.2386, -0.2074, -0.1933, -0.0944, -0.1846, -0.2221, -0.2075, -0.1879, 0.0322, 0.2251, 0.2242, 0.2468, 0.1950, 0.1995, 0.1994, 0.2098, 0.2599, 0.2084, 0.2023, 0.2002, 0.1985, 0.2038, 0.2117, 0.2306, -1.0033, 2.5354, -0.9797, -0.9882, -0.9917],
  "homo_energy_ev": [-5.51, -5.52],
  "e_above_lowest_kcal_mol": 0.00,
  "lumo_energy_ev": [2.339, 2.335],
  "charge": -1
}



No. 2
{
  "formula": "C24H19CoO5P",
  "method": "ωB97M-V/def2-TZVPD",
  "symbols": ["Co", "O", "C", "C", "O", "C", "O", "C", "O", "C", "H", "H", "C", "H", "H", "O", "P", "C", "C", "C", "C", "C", "C", "C", "C", "C", "C", "C", "C", "C", "C", "C", "C", "C", "C", "H", "H", "H", "H", "H", "H", "H", "H", "H", "H", "H", "H", "H", "H", "H"],
  "coordinates": [[-0.00508, 0.21846, -0.04969], [-2.61413, -0.22029, -1.50768], [-1.62735, -0.01074, -0.96545], [1.58901, -0.06222, 0.95560], [2.53158, -0.20581, 1.54385], [-0.95631, 0.46328, 1.56023], [-1.54192, 0.56888, 2.53132], [0.93145, -0.16237, -1.63609], [1.48731, -0.44796, -2.59109], [-0.39055, 2.16416, -0.67666], [-0.38510, 2.18038, -1.77017], [-1.31649, 2.50315, -0.20363], [0.80287, 2.15083, 0.03543], [0.82256, 2.49079, 1.07321], [1.75617, 2.16720, -0.49728], [-0.79897, -1.96935, -0.01831], [-0.67825, -3.49017, 0.31459], [0.79394, -4.07004, -0.69230], [0.79222, -5.27702, -1.44015], [2.02804, -5.86055, -1.76064], [3.12200, -4.93490, -1.87010], [2.97927, -3.58015, -1.51156], [1.83386, -3.16059, -0.87943], [-0.71315, -3.58446, 2.17168], [-1.39703, -4.61550, 2.83262], [-1.61480, -4.59957, 4.20308], [-1.13416, -3.42966, 4.92222], [-0.55091, -2.34814, 4.22397], [-0.34676, -2.42671, 2.87676], [-1.61518, -5.04608, 0.04798], [-0.91870, -6.30530, 0.34068], [-1.45987, -7.53793, -0.05022], [-2.83247, -7.59647, -0.28405], [-3.65238, -6.45169, -0.19000], [-3.02655, -5.17234, -0.05161], [-0.10971, -5.85351, -1.62414], [2.09433, -6.95352, -1.85150], [4.02552, -5.29143, -2.34413], [3.74771, -2.83220, -1.67467], [1.69524, -2.12280, -0.56470], [-1.68967, -5.50896, 2.29237], [-2.15207, -5.43636, 4.67041], [-1.22295, -3.42337, 5.99677], [-0.20855, -1.44180, 4.73398], [0.09898, -1.61082, 2.31625], [0.08257, -6.26538, 0.83394], [-0.80472, -8.42757, -0.10754], [-3.27591, -8.55862, -0.53312], [-4.75578, -6.50262, -0.26325], [-3.60854, -4.23755, -0.03563]],
  "nbo_charge": [0.2740, -0.4254, 0.6061, 0.5515, -0.4056, 0.5635, -0.4102, 0.5609, -0.4154, -0.4395, 0.2382, 0.2393, -0.4706, 0.2398, 0.2386, -1.1034, 1.8821, -0.3619, -0.1380, -0.1779, -0.1580, -0.1517, -0.1895, -0.4295, -0.1845, -0.1952, -0.1204, -0.2318, -0.0946, -0.3364, -0.0314, -0.2144, -0.1538, -0.0305, -0.1920, 0.2449, 0.2537, 0.2523, 0.2461, 0.2129, 0.2032, 0.2487, 0.2437, 0.2429, 0.1815, 0.2744, 0.2737, 0.2649, 0.2674, 0.2575],
  "spin_multiplicity": 4,
  "homo_energy_ev": [-14.04, -15.03],
  "lumo_energy_ev": [-6.720, -10.450],
  "charge": 2
}



No. 3
{
  "formula": "C24H19F9MgO14",
  "method": "ωB97M-V/def2-TZVPD",
  "symbols": ["Mg", "C", "C", "C", "O", "C", "C", "C", "O", "O", "O", "H", "H", "C", "C", "C", "O", "C", "C", "C", "O", "O", "O", "H", "H", "C", "C", "O", "C", "O", "C", "F", "F", "F", "H", "H", "H", "H", "H", "C", "C", "O", "C", "O", "C", "F", "F", "F", "H", "H", "H", "H", "H", "C", "C", "O", "C", "O", "C", "F", "F", "F", "H", "H", "H", "H", "H"],
  "coordinates": [[0.43770, 0.01834, 0.74216], [-2.96055, 1.31637, 2.40915], [-4.21738, 0.67937, 2.45945], [-4.38186, -0.84629, 2.12352], [-5.54017, -1.31638, 2.19463], [-3.19899, -1.54720, 1.62773], [-1.98268, -0.88809, 1.68359], [-1.90822, 0.59331, 2.06633], [-0.80280, 1.24342, 1.83965], [-1.02656, -1.54004, 1.13415], [-5.30152, 1.19646, 2.72755], [-2.91019, 2.37398, 2.62201], [-3.30331, -2.52222, 1.17512], [3.96559, 4.13274, -1.24402], [3.62477, 3.95120, -2.62861], [2.95340, 2.58678, -2.97051], [3.00840, 2.33488, -4.22782], [2.22609, 1.84075, -1.89470], [2.49125, 2.19280, -0.61651], [3.48351, 3.33153, -0.27868], [4.06981, 3.42952, 0.85752], [1.82430, 1.49313, 0.21349], [3.98304, 4.42241, -3.65691], [4.69467, 4.88467, -0.98050], [1.53514, 1.06069, -2.17841], [-3.15012, -0.37743, -3.60453], [-3.17207, -0.22668, -2.10437], [-2.78312, 1.09958, -1.80318], [-1.47184, 1.35211, -1.46640], [-0.65982, 0.52722, -1.03024], [-1.12407, 2.86337, -1.60381], [-2.21011, 3.60462, -1.86755], [-0.46422, 3.30411, -0.50698], [-0.38073, 3.03889, -2.67514], [-2.16029, -0.19424, -4.02260], [-3.87879, 0.34597, -3.97036], [-3.50210, -1.39304, -3.78550], [-2.51409, -0.92581, -1.58824], [-4.19652, -0.40229, -1.77612], [-0.12756, -3.06788, -2.99049], [0.57172, -1.72776, -3.23002], [1.92131, -1.64805, -2.80986], [2.28252, -1.62307, -1.54427], [1.48512, -1.39942, -0.59154], [3.80080, -1.68309, -1.29585], [4.06335, -2.71869, -0.61057], [4.40911, -1.78253, -2.48771], [4.18839, -0.60162, -0.69710], [-0.13433, -3.35502, -1.93901], [0.15472, -3.89537, -3.64139], [-1.18846, -2.82956, -3.06668], [0.01264, -0.85704, -2.88742], [0.44567, -1.61258, -4.30657], [-1.19868, -0.59688, 5.23252], [0.32849, -0.20888, 5.05898], [1.09999, -1.29063, 4.52854], [1.61462, -1.40270, 3.32366], [1.44639, -0.66562, 2.36870], [2.22511, -2.85746, 3.02949], [3.55353, -2.89827, 3.33158], [1.63911, -3.85073, 3.68957], [2.03511, -3.09976, 1.72638], [-1.37904, -1.15670, 6.15022], [-1.66202, -1.24569, 4.48924], [-1.86892, 0.25868, 5.31564], [0.73248, 0.10055, 6.02291], [0.45309, 0.67720, 4.43654]],
  "nbo_charge": [1.7985, -0.4483, 0.4120, 0.4304, -0.6184, -0.5006, 0.3572, 0.3306, -0.8500, -0.8383, -0.6004, 0.2150, 0.2046, -0.5358, 0.4162, 0.4356, -0.6570, -0.5498, 0.4912, 0.3712, -0.7277, -0.9217, -0.6219, 0.1946, 0.1698, -0.6269, -0.0821, -0.4740, 0.7637, -0.6429, 0.9067, -0.3156, -0.2752, -0.2871, 0.2101, 0.2147, 0.2082, 0.2107, 0.2060, -0.6505, -0.0841, -0.4482, 0.7451, -0.6666, 0.9122, -0.2930, -0.3171, -0.2633, 0.2342, 0.2078, 0.2202, 0.2127, 0.1991, -0.6503, -0.0802, -0.4771, 0.7622, -0.6226, 0.9084, -0.3236, -0.3065, -0.2938, 0.1968, 0.2457, 0.2409, 0.1885, 0.2296],
  "homo_energy_ev": -1.17,
  "e_above_lowest_kcal_mol": 75.54,
  "lumo_energy_ev": 3.945,
  "charge": -2
}



No. 4
{
  "formula": "C24H19N4O5SeTi",
  "method": "ωB97M-V/def2-TZVPD",
  "symbols": ["Ti", "C", "C", "C", "C", "N", "C", "C", "C", "C", "C", "C", "N", "C", "C", "C", "C", "C", "N", "H", "H", "H", "H", "H", "H", "H", "H", "H", "H", "H", "O", "C", "O", "C", "C", "C", "C", "C", "O", "C", "C", "O", "O", "H", "H", "H", "H", "H", "H", "H", "H", "Se", "C", "N"],
  "coordinates": [[-0.50862, -0.41594, -1.03567], [3.55037, -2.24646, -1.07987], [3.78583, -2.45640, 0.28903], [2.80577, -2.18876, 1.19849], [1.55935, -1.68938, 0.74864], [1.35189, -1.46307, -0.57201], [2.32226, -1.75634, -1.45258], [0.44813, -1.43441, 1.58910], [0.38540, -1.55284, 2.99465], [-0.80702, -1.31969, 3.61310], [-1.98052, -1.00904, 2.88253], [-1.86714, -0.91896, 1.52230], [-0.69097, -1.05449, 0.90322], [-2.99721, -0.75779, 0.56902], [-4.32039, -0.66067, 0.96636], [-5.29965, -0.54165, 0.00227], [-4.94087, -0.53214, -1.32616], [-3.60719, -0.65618, -1.63885], [-2.65443, -0.78322, -0.70310], [4.29186, -2.46020, -1.83851], [4.74102, -2.84142, 0.63005], [2.96382, -2.35688, 2.25604], [2.07293, -1.55661, -2.48452], [1.26278, -1.83443, 3.56114], [-0.86355, -1.40476, 4.69333], [-2.93349, -0.87448, 3.37382], [-4.56909, -0.68018, 2.01840], [-6.34020, -0.45896, 0.29503], [-5.66869, -0.43150, -2.12004], [-3.25670, -0.66342, -2.65692], [-1.68705, 3.35970, -1.97519], [-0.99732, 2.60218, -1.32231], [-1.38811, 1.39887, -0.93682], [0.35720, 3.01128, -0.81915], [0.62516, 2.44996, 0.58440], [1.82511, 3.12167, 1.23445], [3.00036, 2.49312, 0.43732], [2.26139, 1.58099, -0.53102], [1.14098, 1.12769, 0.27959], [1.56257, 2.38481, -1.63933], [1.21738, 1.50121, -2.81635], [1.62609, 1.75553, -3.93260], [0.52084, 0.42058, -2.52476], [0.40535, 4.09869, -0.84103], [-0.25711, 2.34562, 1.20398], [1.88774, 2.86935, 2.29163], [1.77513, 4.20939, 1.14127], [3.64878, 1.90085, 1.08370], [3.61781, 3.22732, -0.08388], [2.82964, 0.72452, -0.87095], [2.21096, 3.15842, -2.04336], [-0.87125, -2.46740, -2.74751], [-1.56889, -3.75221, -1.56698], [-1.97846, -4.52189, -0.80340]],
  "nbo_charge": [1.5016, -0.3185, -0.1822, -0.2346, 0.1417, -0.5464, 0.0872, 0.1879, -0.2124, -0.2231, -0.2741, 0.1697, -0.6300, 0.2823, -0.2424, -0.1569, -0.2577, 0.1015, -0.4758, 0.2158, 0.2042, 0.2050, 0.2318, 0.2068, 0.2020, 0.2069, 0.2118, 0.2096, 0.2198, 0.2287, -0.6330, 0.8153, -0.8360, -0.3449, 0.1016, -0.4301, -0.4139, 0.0872, -0.5382, -0.3291, 0.7999, -0.6374, -0.8194, 0.2270, 0.2217, 0.2112, 0.2058, 0.2109, 0.2065, 0.2259, 0.2286, -0.2182, 0.0719, -0.4733],
  "spin_multiplicity": 3,
  "homo_energy_ev": [-2.94, -5.05],
  "e_above_lowest_kcal_mol": 0.00,
  "lumo_energy_ev": [2.362, 2.257],
  "charge": -1
}



No. 5
{
  "formula": "C24H19O4PV",
  "method": "ωB97M-V/def2-TZVPD",
  "symbols": ["V", "C", "O", "C", "O", "C", "O", "C", "O", "C", "H", "H", "C", "H", "H", "C", "C", "C", "C", "C", "C", "P", "C", "C", "C", "C", "C", "C", "C", "C", "C", "C", "C", "C", "H", "H", "H", "H", "H", "H", "H", "H", "H", "H", "H", "H", "H", "H", "H"],
  "coordinates": [[-0.16783, 0.26899, 0.37537], [0.09997, 1.01292, 2.12286], [0.43787, 1.43804, 3.16445], [-0.08816, 1.99067, -0.52571], [0.00672, 2.98742, -1.12388], [-1.88612, -0.17775, -0.30452], [-2.97394, -0.33727, -0.71992], [1.51098, -0.44508, -0.19000], [2.57026, -0.84051, -0.48939], [-0.01125, -1.58972, -4.67876], [0.92868, -2.15533, -4.59676], [-0.94869, -2.15463, -4.56934], [-0.01444, -0.27946, -4.98324], [-0.95462, 0.27159, -5.13197], [0.92257, 0.26811, -5.16251], [-3.41433, -0.21293, 5.59234], [-3.36648, 0.52330, 4.41161], [-2.59050, 0.11393, 3.32997], [-1.84131, -1.06410, 3.41692], [-1.89442, -1.82938, 4.59358], [-2.67710, -1.39738, 5.67369], [-0.91261, -1.68850, 1.95304], [0.68586, -2.24998, 2.64198], [1.51986, -2.96309, 1.76436], [2.82033, -3.28872, 2.13751], [3.30078, -2.92999, 3.39867], [2.47143, -2.22592, 4.26939], [1.18477, -1.84134, 3.88225], [-1.86852, -3.24625, 1.74490], [-1.43598, -4.48572, 2.24057], [-2.36109, -5.50278, 2.51942], [-3.72536, -5.31270, 2.28350], [-4.14585, -4.12310, 1.67291], [-3.22236, -3.11684, 1.37472], [-4.01301, 0.12704, 6.43613], [-3.93454, 1.43948, 4.31332], [-2.53612, 0.71666, 2.42284], [-1.27557, -2.73477, 4.70127], [-2.66833, -1.98521, 6.59020], [1.14053, -3.27006, 0.78848], [3.44560, -3.84906, 1.44628], [4.31225, -3.20984, 3.69597], [2.81740, -1.98981, 5.27204], [0.56197, -1.26356, 4.56205], [-0.37382, -4.62942, 2.42537], [-2.01459, -6.44256, 2.94916], [-4.46152, -6.06063, 2.59537], [-5.20324, -3.96983, 1.44286], [-3.54285, -2.19375, 0.88578]],
  "nbo_charge": [0.3219, 0.5545, -0.3058, 0.5495, -0.2671, 0.4894, -0.2763, 0.5393, -0.2726, -0.4049, 0.2045, 0.2022, -0.3990, 0.2036, 0.2067, -0.1567, -0.2103, -0.1505, -0.3980, -0.2079, -0.1631, 0.9729, -0.4135, -0.2258, -0.1949, -0.1460, -0.2002, -0.1412, -0.2763, -0.2174, -0.1907, -0.1528, -0.1791, -0.2238, 0.2519, 0.2404, 0.1738, 0.2410, 0.2458, 0.2218, 0.2464, 0.2518, 0.2476, 0.2303, 0.2333, 0.2469, 0.2497, 0.2441, 0.2046],
  "spin_multiplicity": 4,
  "homo_energy_ev": [-14.72, -14.72],
  "e_above_lowest_kcal_mol": 0.00,
  "lumo_energy_ev": [-10.238, -9.953],
  "charge": 2
}